No. 1
{
  "formula": "C4H9N2O",
  "method": "ωB97M-V with the def2-TZVPD basis set",
  "elements": ["C", "C", "C", "C", "N", "N", "O", "H", "H", "H", "H", "H", "H", "H", "H", "H"],
  "positions_angstrom": [[-1.73797, 1.82831, -0.59343], [0.23079, 1.01669, 0.39233], [1.36269, -1.07367, 1.77575], [-0.09968, 0.25512, -1.74748], [0.16500, -0.93110, 1.03793], [-0.67865, 1.09115, -0.63460], [0.92875, 1.85779, 0.81047], [-2.44786, 2.04909, -1.44517], [-1.73270, 2.36257, 0.38619], [2.15416, -0.47771, 1.24873], [1.25485, -0.76416, 2.85486], [1.59066, -2.13675, 1.70177], [-0.67770, 0.65035, -2.61138], [-0.29529, -0.81957, -1.66764], [0.91717, 0.43716, -1.91524], [-0.67533, -1.05422, 1.66833]],
  "spin_multiplicity": 1,
  "homo_lumo_gap_ev": [7.5, 7.5],
  "relative_energy_ev": 5.650,
  "total_energy_ha": -342.1496,
  "total_charge": 1
}

---

No. 2
{
  "formula": "C4H9N2O",
  "method": "ωB97M-V with the def2-TZVPD basis set",
  "elements": ["C", "C", "C", "C", "N", "N", "O", "H", "H", "H", "H", "H", "H", "H", "H", "H"],
  "positions_angstrom": [[1.94130, 1.98038, 0.21421], [-0.72662, -0.31898, -0.51618], [1.63046, -1.60784, -0.01297], [-2.95141, 0.25218, 0.17497], [1.95315, 0.76378, 0.30102], [1.50241, -0.30657, 0.46912], [-1.56394, 0.10092, 0.31046], [0.98644, 2.39483, -0.03417], [2.89785, 2.40067, 0.41030], [-0.98885, -0.68230, -1.51483], [1.78618, -1.82684, -1.16910], [0.74499, -2.12966, 0.47625], [2.57326, -2.02170, 0.34549], [-3.44196, -0.57461, -0.46315], [-3.15112, 1.33822, -0.21208], [-3.19215, 0.23750, 1.22065]],
  "spin_multiplicity": 1,
  "homo_lumo_gap_ev": [8.2, 8.2],
  "relative_energy_ev": 8.620,
  "total_energy_ha": -342.0405,
  "total_charge": 1
}

---

No. 3
{
  "formula": "C4H9N2O",
  "method": "ωB97M-V with the def2-TZVPD basis set",
  "elements": ["C", "C", "C", "C", "N", "N", "O", "H", "H", "H", "H", "H", "H", "H", "H", "H"],
  "positions_angstrom": [[2.28321, -0.19582, 0.14741], [2.76620, 0.91798, -0.20726], [-0.58231, -0.98647, -0.69118], [-1.26888, 0.85384, 0.57714], [0.51200, -1.66394, 0.02436], [-1.55368, -0.48947, 0.14715], [1.65548, -1.14887, 0.58086], [3.51338, 0.95411, -1.06472], [2.34802, 1.80964, 0.28642], [-0.17761, -0.17629, -1.46561], [-0.85348, -1.82689, -1.36992], [-2.16832, 1.30223, 1.01147], [-0.55758, 0.94239, 1.35618], [-0.85179, 1.44147, -0.23731], [0.24108, -2.56253, 0.48871], [-2.51790, -0.40718, -0.09081]],
  "spin_multiplicity": 1,
  "homo_lumo_gap_ev": 8.2,
  "relative_energy_ev": 7.265,
  "total_energy_ha": -342.0903,
  "total_charge": 1
}

---

No. 4
{
  "formula": "C4H9N2O",
  "method": "ωB97M-V with the def2-TZVPD basis set",
  "elements": ["C", "C", "C", "C", "N", "N", "O", "H", "H", "H", "H", "H", "H", "H", "H", "H"],
  "positions_angstrom": [[-0.06006, -0.92933, -1.14213], [-0.20266, 0.30234, -1.58098], [-0.28337, 1.62790, 1.76201], [-0.00215, -2.15826, -2.03087], [-0.05311, 1.08653, 2.97409], [0.46006, 1.42051, 0.70016], [0.06790, 1.73244, -0.51291], [0.09385, -1.12999, -0.16343], [-0.32669, 0.67942, -2.56055], [-1.01287, 2.31526, 1.62094], [0.83943, -2.60028, -1.70579], [-0.81878, -2.75974, -1.75886], [0.23004, -1.75323, -2.98135], [-0.85071, 1.02658, 3.60307], [0.67645, 0.41268, 3.05396], [1.24265, 0.72718, 0.72263]],
  "spin_multiplicity": 3,
  "homo_lumo_gap_ev": [6.7, 7.1],
  "relative_energy_ev": 3.865,
  "total_energy_ha": -342.0205,
  "total_charge": 1
}